(1)
{"formula": "C23H28GeN5O11P2PbSe", "method": "ωB97M-V with the def2-TZVPD basis set", "de_lowest_ev": 0.000, "mol_weight_g_mol": 971.2, "charge": -1, "symbols": ["Pb", "O", "N", "N", "O", "C", "C", "C", "C", "C", "C", "H", "H", "H", "H", "H", "O", "P", "O", "O", "O", "P", "O", "O", "O", "H", "H", "O", "N", "O", "C", "C", "C", "C", "C", "C", "N", "C", "C", "N", "C", "C", "C", "C", "H", "H", "H", "H", "H", "H", "H", "C", "Ge", "C", "C", "C", "Se", "C", "H", "H", "H", "H", "H", "H", "H", "H", "H", "H", "H", "H", "H", "H"], "positions_angstrom": [[-0.15, -0.81, 0.78], [-0.70, 0.89, 2.57], [-1.87, 1.39, 2.46], [-2.71, 0.63, 1.87], [-2.41, -0.56, 1.40], [-4.05, 1.10, 1.70], [-4.63, 1.91, 2.67], [-5.93, 2.34, 2.49], [-6.64, 1.97, 1.36], [-6.05, 1.16, 0.40], [-4.74, 0.72, 0.57], [-4.06, 2.17, 3.55], [-6.40, 2.97, 3.25], [-7.66, 2.31, 1.22], [-6.59, 0.89, -0.49], [-4.25, 0.11, -0.18], [-0.72, 1.22, -3.03], [-1.61, 1.18, -1.70], [-2.56, 2.30, -1.62], [-0.68, 0.95, -0.52], [-2.45, -0.22, -1.88], [-1.78, -1.64, -2.25], [-3.08, -2.58, -2.40], [-1.08, -1.52, -3.57], [-1.00, -2.14, -1.07], [-0.68, 0.33, -3.47], [-3.39, -2.54, -3.31], [7.11, -0.76, -2.41], [6.88, 0.32, -1.90], [7.65, 1.26, -1.91], [5.61, 0.48, -1.17], [5.65, 1.27, -0.08], [4.49, 1.42, 0.74], [4.49, 2.23, 1.89], [3.35, 2.32, 2.64], [2.23, 1.57, 2.24], [2.21, 0.81, 1.17], [3.31, 0.75, 0.40], [3.25, -0.04, -0.82], [2.07, -0.58, -1.16], [1.97, -1.24, -2.29], [3.06, -1.41, -3.17], [4.28, -0.89, -2.83], [4.41, -0.18, -1.62], [6.57, 1.77, 0.19], [5.40, 2.76, 2.16], [3.31, 2.93, 3.53], [1.31, 1.59, 2.82], [1.00, -1.63, -2.56], [2.92, -1.93, -4.10], [5.13, -1.02, -3.47], [-3.32, -0.83, 4.98], [-2.46, -2.58, 4.86], [-3.25, -3.80, 6.18], [-0.55, -2.37, 5.23], [-2.77, -3.36, 3.07], [-1.15, -4.15, 2.35], [-1.89, -4.72, 0.65], [-3.40, -0.52, 6.03], [-4.32, -0.85, 4.55], [-2.72, -0.10, 4.45], [-3.11, -3.42, 7.19], [-2.78, -4.78, 6.11], [-4.32, -3.92, 6.00], [-0.41, -1.90, 6.20], [-0.10, -1.73, 4.47], [-0.04, -3.33, 5.22], [-3.10, -2.58, 2.39], [-3.52, -4.14, 3.14], [-2.62, -5.51, 0.80], [-1.07, -5.09, 0.03], [-2.33, -3.87, 0.14]], "lowdin_charge": [1.387, -0.291, -0.018, -0.235, -0.272, -0.169, -0.029, -0.094, -0.103, -0.070, 0.006, 0.104, 0.096, 0.094, 0.104, 0.105, -0.147, 0.194, -0.278, -0.454, -0.284, 0.179, -0.123, -0.318, -0.453, 0.035, 0.073, 0.075, -0.346, 0.074, -0.083, 0.058, -0.136, -0.012, -0.034, -0.097, 0.082, -0.135, -0.130, 0.098, -0.087, -0.017, 0.001, -0.070, 0.129, 0.117, 0.105, 0.090, 0.082, 0.112, 0.105, -0.209, 0.738, -0.231, -0.237, -0.614, 0.798, -0.422, 0.018, 0.025, -0.001, 0.011, 0.015, 0.014, 0.017, 0.010, 0.008, -0.004, 0.013, 0.016, 0.019, -0.001]}

(2)
{"formula": "C9H27ClGaN8O4", "method": "ωB97M-V with the def2-TZVPD basis set", "energy_ha": -3483.22363, "mol_weight_g_mol": 416.5, "charge": -1, "symbols": ["C", "C", "Ga", "C", "C", "C", "Cl", "H", "H", "H", "H", "H", "H", "H", "H", "H", "H", "H", "C", "O", "N", "N", "H", "H", "H", "H", "C", "O", "N", "N", "H", "H", "H", "H", "C", "O", "N", "N", "H", "H", "H", "H", "C", "O", "N", "N", "H", "H", "H", "H"], "positions_angstrom": [[4.73, 1.91, 1.42], [4.79, 0.94, 0.49], [3.91, -0.88, 0.66], [1.86, -0.69, 0.99], [1.29, 0.67, 0.91], [1.64, 1.49, -0.32], [-0.68, 0.53, 0.89], [4.81, 1.67, 2.48], [4.59, 2.97, 1.17], [5.30, 1.19, -0.45], [4.07, -1.71, -0.69], [4.52, -1.67, 1.93], [1.64, -1.11, 1.98], [1.33, -1.32, 0.27], [1.45, 1.23, 1.83], [2.20, 0.89, -1.04], [0.76, 1.93, -0.78], [2.28, 2.31, -0.02], [0.18, 4.46, 1.74], [1.14, 3.99, 1.16], [-1.02, 3.81, 1.80], [0.23, 5.67, 2.39], [-1.82, 4.17, 2.28], [-1.07, 2.90, 1.36], [1.11, 6.16, 2.36], [-0.54, 6.07, 2.88], [-5.25, 0.24, 1.64], [-6.43, 0.48, 1.87], [-4.55, 0.85, 0.64], [-4.53, -0.68, 2.36], [-3.58, 0.64, 0.46], [-5.03, 1.53, 0.09], [-5.01, -1.16, 3.10], [-3.56, -0.88, 2.19], [-5.48, -3.28, -1.45], [-5.77, -3.89, -2.46], [-5.78, -1.96, -1.26], [-4.83, -3.88, -0.40], [-5.55, -1.46, -0.43], [-6.25, -1.49, -2.01], [-4.59, -4.84, -0.49], [-4.59, -3.39, 0.44], [4.39, -2.90, -3.68], [5.21, -2.47, -2.91], [3.24, -3.51, -3.24], [4.51, -2.80, -5.05], [2.53, -3.87, -3.84], [3.13, -3.56, -2.24], [5.33, -2.35, -5.40], [3.82, -3.14, -5.69]], "nbo_charge": [-0.469, -0.590, 0.815, -0.864, -0.001, -0.661, -0.379, 0.170, 0.165, 0.176, -0.315, -0.332, 0.206, 0.209, 0.205, 0.215, 0.214, 0.255, 0.775, -0.655, -0.864, -0.861, 0.377, 0.431, 0.404, 0.379, 0.760, -0.669, -0.857, -0.864, 0.413, 0.405, 0.405, 0.406, 0.773, -0.671, -0.846, -0.852, 0.396, 0.404, 0.404, 0.389, 0.770, -0.622, -0.861, -0.867, 0.376, 0.426, 0.401, 0.378]}

(3)
{"formula": "C2H6NO2S2", "method": "ωB97M-V with the def2-TZVPD basis set", "de_lowest_ev": 3.247, "mol_weight_g_mol": 140.2, "charge": -1, "symbols": ["C", "C", "N", "O", "O", "S", "S", "H", "H", "H", "H", "H", "H"], "positions_angstrom": [[1.14, 0.59, -1.05], [0.14, 1.16, -0.06], [-0.25, 0.47, 1.15], [-2.26, -1.16, -0.37], [-2.03, -1.67, 2.03], [0.12, -2.64, 0.25], [-1.34, -1.47, 0.73], [2.02, 0.26, -0.69], [0.72, -0.37, -1.41], [1.46, 1.19, -1.86], [0.54, 2.19, 0.42], [-0.82, 1.56, -0.53], [0.55, -0.10, 1.40]], "nbo_charge": [-0.651, -0.234, -0.761, -0.961, -0.944, -0.608, 1.867, 0.197, 0.231, 0.195, 0.150, 0.194, 0.324]}

(4)
{"formula": "C5H12O2", "method": "ωB97M-V with the def2-TZVPD basis set", "smiles": "C/C=C(/O)CCO.[H][H]", "de_lowest_ev": 2.136, "mol_weight_g_mol": 104.1, "symbols": ["C", "C", "C", "O", "C", "C", "O", "H", "H", "H", "H", "H", "H", "H", "H", "H", "H", "H", "H"], "positions_angstrom": [[0.36, 2.12, -1.64], [-0.54, 1.69, -0.52], [-0.44, 0.59, 0.23], [-1.37, 0.37, 1.20], [0.62, -0.48, 0.03], [1.01, -1.30, 1.25], [-0.14, -1.94, 1.80], [-0.17, 2.14, -2.60], [0.74, 3.14, -1.47], [1.23, 1.46, -1.76], [-1.98, -1.61, -1.51], [-1.40, 2.34, -0.30], [1.53, 0.00, -0.34], [-1.21, -0.51, 1.59], [0.30, -1.17, -0.76], [-1.83, -1.89, -0.84], [1.49, -0.65, 2.00], [1.74, -2.06, 0.94], [0.06, -2.23, 2.69]], "nbo_charge": [-0.630, -0.295, 0.315, -0.701, -0.497, -0.064, -0.742, 0.211, 0.211, 0.200, 0.003, 0.208, 0.231, 0.498, 0.228, -0.005, 0.171, 0.174, 0.484]}

(5)
{"formula": "C29H27AsCl2N7NaO4", "method": "ωB97M-V with the def2-TZVPD basis set", "de_lowest_ev": 1.101, "mol_weight_g_mol": 706.4, "charge": -2, "symbols": ["Na", "O", "C", "N", "C", "C", "C", "C", "C", "C", "N", "C", "C", "C", "C", "C", "N", "H", "H", "H", "H", "H", "H", "H", "H", "H", "H", "O", "C", "O", "C", "C", "C", "C", "C", "C", "C", "C", "C", "N", "H", "H", "H", "H", "H", "H", "Cl", "C", "Cl", "H", "H", "C", "As", "C", "C", "H", "H", "H", "H", "H", "H", "H", "H", "H", "O", "N", "C", "C", "N", "C", "N"], "positions_angstrom": [[0.13, 0.56, -0.06], [4.46, -0.59, -0.02], [3.26, -0.37, -0.33], [2.24, -0.21, 0.48], [2.64, -0.23, 1.86], [1.53, -0.16, 2.87], [1.85, 0.25, 4.17], [0.88, 0.27, 5.15], [-0.40, -0.14, 4.82], [-0.64, -0.51, 3.51], [0.29, -0.54, 2.56], [2.91, -0.33, -1.80], [3.67, -1.12, -2.67], [3.33, -1.16, -4.01], [2.27, -0.38, -4.45], [1.60, 0.40, -3.52], [1.90, 0.42, -2.23], [3.34, 0.59, 2.07], [3.21, -1.16, 2.08], [2.87, 0.55, 4.40], [1.12, 0.58, 6.16], [-1.20, -0.15, 5.55], [-1.63, -0.83, 3.20], [4.49, -1.69, -2.27], [3.87, -1.80, -4.70], [1.97, -0.38, -5.49], [0.76, 1.01, -3.82], [-1.75, 0.61, -3.27], [-1.43, -0.08, -2.29], [-1.60, 0.15, -1.07], [-0.74, -1.41, -2.67], [-1.05, -1.95, -3.95], [-0.47, -3.11, -4.34], [0.51, -3.70, -3.51], [1.22, -4.87, -3.86], [2.19, -5.37, -3.04], [2.52, -4.70, -1.84], [1.84, -3.57, -1.47], [0.80, -3.06, -2.28], [0.13, -1.95, -1.86], [-1.77, -1.42, -4.56], [-0.71, -3.59, -5.29], [0.98, -5.36, -4.80], [2.73, -6.27, -3.31], [3.32, -5.08, -1.23], [2.10, -3.02, -0.57], [-3.96, 0.89, 4.21], [-3.15, 1.78, 2.91], [-3.04, 0.84, 1.41], [-2.14, 2.01, 3.23], [-3.72, 2.68, 2.73], [-2.91, -3.17, 2.11], [-1.64, -2.37, 0.76], [-2.36, -3.63, -0.59], [-0.10, -3.44, 1.33], [-2.89, -4.26, 2.08], [-3.92, -2.83, 1.88], [-2.68, -2.84, 3.13], [-2.18, -4.67, -0.27], [-1.91, -3.49, -1.57], [-3.43, -3.48, -0.69], [0.01, -4.36, 0.75], [-0.19, -3.70, 2.39], [0.80, -2.84, 1.21], [0.01, 2.44, 1.07], [-0.64, 3.32, 1.66], [-0.62, 4.57, 1.19], [-1.37, 5.54, 1.89], [-1.97, 6.36, 2.45], [0.09, 5.07, 0.06], [0.66, 5.56, -0.82]], "lowdin_charge": [0.211, -0.070, -0.552, 0.028, -0.206, -0.249, -0.033, -0.086, -0.085, -0.183, 0.119, -0.200, -0.033, -0.084, -0.080, -0.138, 0.146, 0.121, 0.125, 0.106, 0.095, 0.084, 0.036, 0.107, 0.095, 0.093, 0.106, -0.021, -0.649, -0.172, -0.207, -0.004, -0.023, -0.169, -0.057, -0.106, -0.082, -0.021, -0.214, 0.181, 0.110, 0.106, 0.101, 0.089, 0.099, 0.104, 0.475, -0.999, 0.590, -0.001, 0.021, -0.347, 1.126, -0.320, -0.328, 0.007, 0.007, -0.004, 0.013, -0.012, 0.016, 0.012, 0.014, -0.017, -0.144, -0.066, -0.336, -0.246, 0.091, -0.213, 0.123]}

(6)
{"formula": "C4H6N2", "method": "ωB97M-V with the def2-TZVPD basis set", "smiles": "CC#N.CC#N", "de_lowest_ev": 0.946, "mol_weight_g_mol": 82.1, "symbols": ["C", "C", "N", "H", "H", "H", "C", "C", "N", "H", "H", "H"], "positions_angstrom": [[-4.82, 12.99, -0.91], [-4.66, 13.82, 0.27], [-4.53, 14.47, 1.21], [-4.57, 11.98, -0.59], [-4.20, 13.36, -1.73], [-5.85, 13.03, -1.25], [-4.52, 16.21, 4.02], [-5.33, 15.94, 5.20], [-5.99, 15.78, 6.14], [-3.95, 17.13, 4.12], [-5.14, 16.17, 3.13], [-3.65, 15.57, 3.89]], "nbo_charge": [-0.725, 0.307, -0.356, 0.259, 0.259, 0.258, -0.736, 0.292, -0.343, 0.251, 0.272, 0.262]}

(7)
{"formula": "C29H28N2S3SbV", "method": "ωB97M-V with the def2-TZVPD basis set", "de_lowest_ev": 1.013, "mol_weight_g_mol": 673.5, "symbols": ["V", "S", "C", "N", "C", "C", "C", "C", "C", "C", "S", "H", "H", "H", "H", "C", "C", "C", "C", "N", "H", "H", "H", "H", "H", "H", "H", "H", "H", "S", "Sb", "C", "C", "C", "C", "C", "C", "C", "C", "C", "C", "C", "C", "C", "C", "C", "C", "C", "C", "H", "H", "H", "H", "H", "H", "H", "H", "H", "H", "H", "H", "H", "H", "H"], "positions_angstrom": [[0.47, 0.04, -0.35], [0.50, 1.24, 1.73], [-0.02, -0.33, 2.22], [-0.13, -1.25, 1.28], [-0.53, -2.47, 1.77], [-0.73, -3.63, 1.02], [-1.07, -4.79, 1.69], [-1.22, -4.81, 3.08], [-1.03, -3.66, 3.83], [-0.69, -2.49, 3.16], [-0.36, -0.91, 3.82], [-0.60, -3.61, -0.05], [-1.23, -5.70, 1.13], [-1.49, -5.73, 3.58], [-1.15, -3.67, 4.90], [-3.37, 0.37, -1.27], [-2.03, 0.38, -2.00], [-1.78, 1.73, -2.68], [-1.95, -0.75, -3.03], [-0.98, 0.17, -1.03], [-4.18, 0.53, -1.98], [-3.40, 1.15, -0.51], [-3.52, -0.59, -0.77], [-2.53, 1.90, -3.45], [-0.79, 1.76, -3.13], [-1.85, 2.54, -1.95], [-2.74, -0.62, -3.78], [-2.09, -1.72, -2.54], [-0.98, -0.74, -3.53], [1.79, 0.95, -1.66], [3.02, -1.44, 0.37], [3.44, -2.61, 2.12], [2.61, -3.69, 2.44], [2.85, -4.44, 3.58], [3.91, -4.13, 4.41], [4.74, -3.06, 4.10], [4.51, -2.30, 2.96], [4.05, -2.63, -1.06], [4.94, -3.63, -0.69], [5.60, -4.37, -1.66], [5.39, -4.10, -3.00], [4.50, -3.10, -3.38], [3.83, -2.37, -2.41], [4.52, 0.04, 0.66], [5.64, 0.11, -0.15], [6.59, 1.10, 0.05], [6.43, 2.03, 1.06], [5.30, 1.97, 1.88], [4.35, 0.98, 1.67], [1.78, -3.95, 1.80], [2.20, -5.28, 3.81], [4.09, -4.72, 5.30], [5.58, -2.82, 4.74], [5.17, -1.48, 2.73], [5.11, -3.84, 0.36], [6.29, -5.15, -1.36], [5.91, -4.67, -3.76], [4.34, -2.89, -4.43], [3.14, -1.59, -2.71], [5.78, -0.61, -0.95], [7.46, 1.15, -0.59], [7.17, 2.80, 1.22], [5.16, 2.70, 2.67], [3.47, 0.96, 2.30]], "nbo_charge": [0.602, -0.057, -0.086, -0.588, 0.194, -0.239, -0.207, -0.223, -0.193, -0.243, 0.437, 0.228, 0.221, 0.220, 0.225, -0.594, 0.052, -0.610, -0.600, -0.358, 0.210, 0.218, 0.213, 0.210, 0.233, 0.216, 0.214, 0.208, 0.221, -0.311, 1.180, -0.285, -0.262, -0.203, -0.211, -0.209, -0.257, -0.287, -0.253, -0.213, -0.195, -0.214, -0.254, -0.264, -0.255, -0.208, -0.210, -0.199, -0.263, 0.214, 0.213, 0.213, 0.215, 0.225, 0.222, 0.215, 0.212, 0.216, 0.226, 0.220, 0.214, 0.213, 0.213, 0.221]}